Record 1
90
Properties=species:S:1:pos:R:3:lowdin_charge:R:1 method="wB97M-V/def2-TZVPD" largest_force_ev_per_a=0.66 smiles="N#CC[C@@H](C#N)ON=O.C1CCOC1.C1CCOC1.C1CCOC1.C1CCOC1.C1CCOC1.C1CCOC1" lumo_energy_ev=-0.95
O 5.41915 2.57376 -1.20542 0.11
O -1.47712 -3.60318 -2.78574 -0.16
O 3.36253 1.27642 -3.36305 -0.17
O 3.52905 1.25411 3.64041 -0.14
O -3.40295 -0.92922 4.96654 -0.15
O 5.68636 0.49614 -0.65352 -0.11
O -4.31280 2.48757 -0.56430 -0.17
O -1.16921 0.20373 1.19667 -0.16
N 8.83119 -0.58714 -1.26674 0.16
N 6.22277 1.74225 -1.20791 0.06
N 3.43782 -2.02012 -0.91133 0.20
C -4.10308 3.46152 -1.58956 -0.20
C -4.25445 4.61286 0.46843 -0.17
C -2.36144 -5.78897 -2.62847 -0.17
C -0.81930 0.41764 -0.16948 -0.20
C -2.96787 -0.56068 -0.13229 -0.15
C 3.54562 2.66898 -3.66853 -0.19
C -2.61067 -3.67451 -3.65304 -0.21
C -1.29717 -1.40397 5.93135 -0.17
C 7.80106 -0.89454 -1.66600 -0.23
C 3.72882 1.52273 2.25140 -0.20
C 5.32309 -0.40719 -1.69890 -0.31
C -2.84850 -5.15305 -3.92724 -0.17
C 1.90941 2.52469 -1.96859 -0.16
C -4.56175 4.79451 -1.01521 -0.17
C -1.65622 -2.52112 4.95624 -0.17
C -2.37969 -0.55468 1.27171 -0.19
C 4.30533 -1.30691 -1.14847 -0.16
C 6.51335 -1.24926 -2.25606 -0.09
C -2.22890 -0.28956 5.47512 -0.20
C 2.30673 3.38937 -3.15924 -0.15
C 2.79676 0.58579 1.49522 -0.17
C 2.24200 1.12763 -2.47126 -0.19
C -4.59467 3.14425 0.67621 -0.20
C 2.35923 0.44711 3.81185 -0.20
C -1.70828 -0.50160 -0.99404 -0.15
C -1.17123 -4.90553 -2.28117 -0.20
C -3.15930 -2.32808 4.80546 -0.21
C 1.63604 0.44480 2.47371 -0.17
H -1.53800 -1.70504 6.95348 0.11
H -3.19187 4.78412 0.65516 0.11
H -4.00594 2.67787 1.46728 0.12
H -5.65638 3.01050 0.90802 0.12
H -4.65946 3.16669 -2.48003 0.12
H -3.88800 -5.37582 -4.16332 0.11
H -3.46930 -3.22184 -3.14453 0.12
H -0.25659 -5.26208 -2.76651 0.12
H -2.12909 -1.56891 1.60721 0.11
H -5.63662 4.91954 -1.16348 0.11
H -2.09143 -6.83927 -2.72723 0.11
H -3.03846 -0.10065 2.01385 0.11
H 1.51931 3.36622 -3.91590 0.12
H -1.39244 -3.51717 5.30900 0.11
H -2.51329 0.38616 6.28253 0.12
H -1.88248 -0.12780 -2.00278 0.11
H -2.40356 -3.10116 -4.55749 0.12
H -3.03570 3.48266 -1.83821 0.11
H -1.00540 1.47166 -0.41233 0.11
H 6.35080 -2.31216 -2.07803 0.12
H 2.50283 4.42921 -2.90299 0.12
H 4.44078 3.02296 -3.16101 0.09
H -2.22971 -5.48654 -4.76330 0.11
H 2.50095 0.97939 0.52468 0.08
H -3.58882 -1.43529 -0.32626 0.11
H 1.02964 -0.44277 2.31298 0.11
H -0.24772 -1.11398 5.89979 0.11
H 4.87878 0.17460 -2.51759 0.12
H 6.57483 -1.10861 -3.33449 0.13
H 4.78016 1.37127 2.00350 0.11
H -4.05466 5.64502 -1.46848 0.11
H 1.75610 0.86052 4.62197 0.11
H 2.67478 -0.56367 4.09494 0.12
H 2.51055 0.44448 -1.67017 0.08
H 3.69152 2.78356 -4.74302 0.12
H -3.57194 0.33284 -0.29024 0.09
H 0.98145 1.31446 2.39393 0.11
H 2.52961 2.77028 -1.10341 0.11
H -1.25980 -1.49394 -1.07427 0.10
H 3.27689 -0.38171 1.33924 0.10
H -4.82514 5.27273 1.11986 0.11
H 0.86618 2.63068 -1.67939 0.10
H -3.13167 -5.70543 -1.85835 0.11
H 1.40736 0.69196 -3.02942 0.13
H -3.71242 -2.87264 5.57845 0.12
H -1.77567 0.30025 4.67035 0.11
H 3.47447 2.57275 2.06116 0.12
H -3.52874 -2.64360 3.82832 0.11
H 0.24624 0.21315 -0.29892 0.10
H -0.98830 -4.83796 -1.20817 0.12
H -1.15638 -2.35397 3.99892 0.10



Record 2
87
Properties=species:S:1:pos:R:3:lowdin_charge:R:1 method="wB97M-V/def2-TZVPD" largest_force_ev_per_a=9.39 lumo_energy_ev=-8.65 charge=+2
Ba -0.35528 5.65944 6.19061 1.76
S -2.47181 4.30555 4.83804 0.36
S -1.26278 0.74238 -0.61582 0.82
O -3.56583 5.37938 0.29847 0.07
O 1.07495 2.21802 -0.32734 -0.27
N -2.15328 3.48814 -0.45665 0.10
N -4.34277 3.66082 2.66440 0.19
C -2.25395 -2.62921 0.44709 -0.23
C 1.16281 3.03502 -1.53477 -0.23
C 4.13782 -0.76968 -2.70262 -0.21
C -2.37048 2.18793 1.58114 -0.09
C -3.16424 4.18732 0.38704 -0.30
C 0.12134 2.77246 0.60970 -0.22
C -3.70651 3.05423 1.43906 -0.30
C 5.89333 -0.21708 -0.85306 -0.20
C -4.93190 -2.84129 0.28315 -0.19
C 2.06657 -3.64056 -0.63957 -0.21
C -1.66665 -4.02880 0.98553 -0.21
C 6.47945 0.94134 0.13987 -0.21
C -5.09304 -2.00774 -1.09073 -0.19
C -3.45257 4.18318 3.45638 -0.45
C -6.34450 -0.96199 -1.00772 -0.20
C 3.11174 -1.98296 -2.34390 -0.21
C 8.24416 0.77358 2.08540 -0.15
C 3.18531 -2.47227 -0.81432 -0.21
C 4.45474 0.21004 -1.46226 -0.24
C 6.72829 0.37575 1.64925 -0.26
C -1.42981 2.39772 0.25673 -0.63
C -3.66305 -2.38259 1.19008 -0.21
C -4.97921 2.46886 0.63065 -0.11
C 1.64467 2.04180 -2.72991 -0.07
C 0.76485 -3.12266 0.19716 -0.23
C -5.82179 0.57734 -0.96837 -0.19
C -0.20161 -4.39032 0.40726 -0.20
C -4.97103 0.88145 0.39530 -0.19
H -5.92251 2.70173 1.26304 0.14
H -5.04745 0.65099 -1.82825 0.12
H -2.47189 1.03593 1.65830 0.11
H 0.38158 2.29207 1.63493 0.13
H 8.39107 1.91367 1.95391 0.08
H 7.51318 1.29366 -0.25086 0.10
H 2.68816 2.32999 -3.13728 0.09
H -3.78415 -1.31228 1.60723 0.08
H 2.93189 -1.65991 -0.04374 0.10
H 0.30706 -2.27671 -0.43610 0.09
H -3.66135 -3.06899 2.12713 0.11
H 5.84685 -1.24676 -0.35856 0.09
H -7.02838 -1.15638 -0.11254 0.10
H 5.92884 0.82199 2.33981 0.09
H 5.09147 -1.17697 -3.21220 0.11
H 1.11143 -2.65200 1.18137 0.11
H 3.62157 0.26939 -0.68247 0.09
H -2.37910 -4.85071 0.58044 0.12
H 4.21270 -2.95517 -0.66302 0.11
H 5.78953 1.86699 0.15256 0.10
H -4.12045 -1.47848 -1.42736 0.10
H -0.42349 -0.03537 0.18073 -0.07
H -0.23792 -5.01199 -0.56638 0.12
H 1.87027 3.93727 -1.42454 0.13
H 2.02657 -1.73483 -2.66945 0.11
H -1.62187 2.40462 2.42156 0.10
H -6.64873 1.34251 -1.15801 0.11
H -1.74022 -4.10971 2.13556 0.11
H 8.98384 0.17866 1.44128 0.08
H 6.67127 -0.78076 1.63445 0.10
H 8.36029 0.49398 3.19166 0.07
H 2.49189 -4.61215 -0.19142 0.12
H -2.44287 -2.66591 -0.67871 0.12
H -6.99047 -1.15839 -1.94916 0.11
H -5.12537 3.08385 -0.34144 0.14
H -5.35501 -2.78596 -1.90896 0.11
H 0.27605 3.90615 0.75193 0.14
H 0.30234 -5.05285 1.20843 0.12
H 3.46500 -2.87759 -2.99234 0.12
H -3.94247 0.41986 0.21658 0.05
H -1.60081 4.29666 -0.78102 0.13
H 1.67117 -3.88796 -1.69250 0.11
H -1.54874 -1.78288 0.77273 0.05
H -5.86864 -2.64734 0.93197 0.10
H 0.13317 3.46960 -1.83267 0.11
H 6.62128 -0.27537 -1.75242 0.11
H 4.59682 1.29074 -1.86162 0.10
H 1.77253 0.98401 -2.27239 0.07
H -5.52242 0.33483 1.25311 0.13
H -4.92720 -3.97454 0.06465 0.12
H 0.86422 1.93126 -3.55663 0.09
H 3.62152 -0.11708 -3.50662 0.09



Record 3
92
Properties=species:S:1:pos:R:3:lowdin_charge:R:1 method="wB97M-V/def2-TZVPD" largest_force_ev_per_a=1.19 smiles=c1ccccc1.c1ccccc1.BrCCBr.BrCCBr.BrCCBr.BrCCBr.CCO.CCO.CCO.CCO lumo_energy_ev=0.19
Br 6.99674 13.34002 -27.65151 0.64
Br 11.45219 12.46564 -26.10081 0.67
Br 7.87803 14.44050 -23.26844 0.70
Br 5.51404 8.09506 -22.73772 0.67
Br 11.38235 15.49702 -24.47553 0.61
Br 8.77002 4.41834 -20.37444 0.61
Br 6.36796 9.47260 -19.64170 0.68
Br 10.56068 5.23864 -23.33666 0.64
O 7.98695 9.69809 -26.17149 -0.11
O 15.11849 12.66178 -18.86174 -0.06
O 8.82659 10.81183 -23.80864 -0.12
O 10.64909 10.16232 -18.15130 -0.10
C 9.15752 9.93670 -22.72754 -0.31
C 9.53921 12.94545 -17.65707 -0.11
C 9.44208 14.55761 -19.91554 -0.10
C 9.47667 9.34915 -16.15894 -0.08
C 9.82498 7.31787 -27.61902 -0.10
C 5.59678 9.84959 -26.16994 -0.09
C 6.80116 9.13686 -26.74027 -0.28
C 11.67569 8.77552 -28.14592 -0.09
C 10.20423 6.40247 -21.80951 -0.68
C 8.45413 13.59983 -19.71037 -0.10
C 6.90829 13.89720 -24.86242 -0.67
C 8.50274 12.80672 -18.56845 -0.09
C 12.10331 13.89713 -23.67268 -0.69
C 4.78896 9.92832 -20.68921 -0.66
C 11.16861 8.26998 -25.86476 -0.10
C 10.55790 13.84468 -17.90618 -0.09
C 5.10899 9.89434 -22.15860 -0.69
C 8.85476 6.19044 -21.20036 -0.68
C 11.46876 12.62410 -24.16857 -0.68
C 10.60337 7.98805 -28.55854 -0.09
C 13.99666 13.28105 -19.45616 -0.33
C 10.47445 14.69858 -19.01063 -0.09
C 7.90760 13.68565 -25.95608 -0.72
C 11.98414 8.90109 -26.79641 -0.11
C 12.93369 12.28890 -19.90975 -0.08
C 9.33506 10.78190 -21.50331 -0.08
C 9.53175 9.40146 -17.67562 -0.32
C 10.10236 7.47987 -26.27280 -0.13
H 9.53128 10.33932 -15.71164 0.06
H 10.44706 12.50508 -23.81522 0.01
H 12.23548 12.80717 -20.57226 0.05
H 10.23560 8.69525 -15.72991 0.08
H 12.86391 9.47410 -26.53987 0.09
H 12.44055 11.80451 -19.07433 0.06
H 8.49310 11.47052 -21.40470 0.05
H 15.77700 12.50886 -19.54336 0.08
H 9.01609 6.67512 -27.94244 0.11
H 10.33637 7.94422 -29.60734 0.10
H 8.62371 14.48128 -26.13083 0.04
H 8.51942 8.89201 -15.87955 0.08
H 6.24454 14.72660 -25.09639 0.05
H 9.54067 12.32381 -16.76927 0.10
H 8.73902 9.49512 -26.73786 0.07
H 11.26644 15.42261 -19.16048 0.11
H 14.27933 13.93189 -20.29076 0.11
H 9.59624 8.38553 -18.06674 0.11
H 6.30343 13.02324 -24.64880 0.05
H 10.33226 11.02241 -18.44551 0.02
H 8.33899 10.33444 -24.50049 0.04
H 11.01665 6.20254 -21.11870 0.05
H 12.26664 9.26284 -28.91274 0.10
H 11.93603 13.99560 -22.60115 0.04
H 10.21515 11.42681 -21.59196 0.07
H 8.72669 6.87565 -20.36697 0.04
H 7.69742 12.10290 -18.38685 0.08
H 12.02124 11.74836 -23.83171 0.06
H 4.24097 10.22316 -22.72434 0.07
H 7.77936 13.41646 -20.53640 0.05
H 8.42331 9.13420 -22.60148 0.08
H 11.40399 13.98831 -17.24545 0.11
H 5.51667 9.64794 -25.10183 0.01
H 13.54306 13.94757 -18.71628 0.10
H 6.80309 9.22400 -27.82861 0.12
H 13.17541 13.92254 -23.84720 0.06
H 10.33945 7.40495 -22.20780 0.03
H 6.74628 8.08196 -26.44810 0.11
H 10.11384 9.45761 -22.99057 0.09
H 8.61730 9.88618 -18.02656 0.03
H 11.44499 8.35429 -24.81946 0.09
H 9.55417 6.96467 -25.49314 0.06
H 9.43331 10.22575 -20.57099 0.06
H 9.39540 15.17140 -20.80869 0.07
H 3.96520 9.29086 -20.38669 0.06
H 5.66997 10.93350 -26.27179 0.04
H 8.50559 12.78972 -25.79037 0.00
H 4.67366 9.52062 -26.64660 0.08
H 4.56400 10.94549 -20.37224 0.06
H 5.99033 10.49508 -22.36388 0.05
H 13.40975 11.52249 -20.53113 0.08
H 8.04074 6.21292 -21.91289 0.03